Record 1
Below is 2 unconnected molecules or ions with the total composition C5H12O2 in a non-equilibrium geometry, with properties calculated with the ωB97M-V functional and the def2-TZVPD basis.

```
19
Properties=species:S:1:pos:R:3:lowdin_charge:R:1
C -1.00752 1.92575 -1.27822 -0.117
C -1.25223 0.89179 -0.18425 -0.263
C 1.51051 -0.55921 2.11923 -0.268
O 2.62030 -0.46455 1.21988 -0.087
C 0.21156 -0.46693 1.38254 -0.090
C 0.04790 0.39785 0.36039 -0.120
H -1.86496 2.47970 -1.64584 0.068
H -0.37147 2.70679 -0.87882 0.067
H -0.44674 1.44137 -2.07472 0.072
H -1.84534 1.26060 0.65610 0.109
H -1.88419 0.11119 -0.63157 0.101
H 1.63945 0.34194 2.73689 0.115
H 1.55265 -1.42385 2.79345 0.111
H 3.44851 -0.67843 1.66466 0.084
H -0.52107 -1.22809 1.64281 0.108
H 0.93675 0.39906 -0.26947 0.115
H -1.46219 -2.24500 -1.92783 0.015
H -0.21596 -2.28710 -2.95081 0.033
O -1.09598 -2.60288 -2.73442 -0.054
```

As for the SMILES: CC/C=C/CO.O. For the LUMO energy, the calculation gives 0.0246 Ha. Its net charge is 0. The calculation puts the HOMO energy at -0.3254 Ha. The energy above the lowest of the compared OMol25 structures with the same formula, charge and spin comes out at 60.2 kcal per mole. The orbital gap comes out at 9.5 eV. The total energy comes out at -348.1088 Eh.


Record 2
Below is a molecular structure, C2H5NOS in a non-equilibrium geometry, with properties calculated with the ωB97M-V functional and the def2-TZVPD basis.

```
10
Properties=species:S:1:pos:R:3:lowdin_charge:R:1
C 0.83092 0.32444 -0.02724 -0.397
C 0.28094 -1.08408 -0.04191 -0.133
N -0.32136 1.20262 -0.13086 -0.239
O -2.53477 -0.33780 -0.55626 -0.539
S -1.51491 -0.03799 0.43620 0.921
H 1.25365 0.53768 0.90571 0.076
H 1.67068 0.52729 -0.69132 0.103
H 0.02169 -1.64270 -1.02055 0.118
H 0.67380 -1.57898 0.73634 0.013
H -0.36063 2.08952 0.38988 0.077
```

For the LUMO energy, the calculation gives 0.0180 Ha. Its net charge is 0. The calculation puts the HOMO energy at -0.3254 Ha. The energy above the lowest of the compared OMol25 structures with the same formula, charge and spin comes out at 72.1 kcal per mole. The orbital gap comes out at 9.3 eV. The total energy comes out at -607.2919 Eh.


Record 3
Below is 2 unconnected molecules or ions with the total composition CH4N3P in a non-equilibrium geometry, with properties calculated with the ωB97M-V functional and the def2-TZVPD basis.

```
9
Properties=species:S:1:pos:R:3:lowdin_charge:R:1
C 3.16213 -0.19884 0.55665 -0.093
N 3.78201 0.27559 -0.29844 0.055
N 0.02174 -1.49923 -0.17512 -0.391
N -1.02002 0.59506 0.66014 -0.275
P -1.40086 -0.94363 -0.00628 0.656
H 2.52209 -0.68868 1.17903 -0.003
H 0.34734 -2.52466 -0.13301 0.007
H -0.02289 0.99981 0.80198 0.080
H -1.83510 1.15330 0.72319 -0.036
```

As for the SMILES: [H]/N=P/N.C#N. For the LUMO energy, the calculation gives 0.0120 Ha. Its net charge is 0. The calculation puts the HOMO energy at -0.3462 Ha. The energy above the lowest of the compared OMol25 structures with the same formula, charge and spin comes out at 25.8 kcal per mole. The orbital gap comes out at 9.7 eV. The total energy comes out at -546.0812 Eh.


Record 4
Below is a molecular structure, C4H6O2, with properties calculated with the ωB97M-V functional and the def2-TZVPD basis.

```
12
Properties=species:S:1:pos:R:3:lowdin_charge:R:1
O -2.08312 -0.40356 -0.59075 -0.179
C -1.39275 0.28438 0.26715 -0.486
C -0.14397 -0.58281 0.49775 -0.145
C 0.69734 -0.44557 -0.77093 -0.062
C 1.36875 0.60221 0.02764 -0.042
O 0.98527 0.28191 1.19647 0.091
H -1.87359 0.58242 1.23117 0.119
H -0.27303 -1.52585 1.02138 0.155
H 0.11523 -0.17419 -1.65218 0.134
H 1.36906 -1.28804 -0.97864 0.142
H -0.85915 1.26903 -0.10956 0.125
H 2.08997 1.40007 -0.13950 0.149
```

For the LUMO energy (spin up / spin down), the calculation gives -0.0418 / -0.0417 Ha. Its net charge is 0. The calculation puts the HOMO energy (spin up / spin down) at -0.2843 / -0.2844 Ha. The energy above the lowest of the compared OMol25 structures with the same formula, charge and spin comes out at 121.1 kcal per mole. The orbital gap (spin up / spin down) comes out at 6.6 / 6.6 eV. The total energy comes out at -306.3133 Eh.


- Number 2 is which compound?
  C2H5NOS